A structure of composition C26H30N3O7PbSb. Source: OMol25; level of theory: ωB97M-V/def2-TZVPD.

Values from the calculation:
- multiplicity = 1
- lowest unoccupied orbital energy (eV) = 4.6
- E (Eh) = -2132.93185
- gap between HOMO and LUMO (Eh) = 0.2257
- total charge = -2

Geometry as XYZ:
```
68
Properties=species:S:1:pos:R:3:forces:R:3
Pb -0.673113 -0.353440 1.079004 0.017 0.036 -0.008
C 3.397399 -5.617353 -1.922118 -0.023 0.016 -0.010
C 2.140970 -4.737272 -1.916755 0.060 -0.050 -0.040
O 1.217049 -5.107128 -2.669142 -0.040 -0.063 -0.056
C 2.182860 -3.619640 -1.058981 0.012 0.006 0.089
C 1.126723 -2.720999 -0.813711 -0.103 -0.024 -0.106
C -0.191778 -2.871955 -1.525386 0.046 0.033 -0.052
N 1.177242 -1.699029 0.019668 0.006 0.035 0.087
N 2.410078 -1.488265 0.621507 0.023 -0.029 -0.005
C 2.363411 -0.572849 1.526995 -0.033 0.079 -0.006
O 1.320441 0.113286 1.906564 -0.017 0.002 0.099
C 3.639094 -0.245462 2.230563 0.022 -0.019 -0.019
C 3.633321 0.663689 3.283930 0.021 0.002 0.005
C 4.811269 0.975128 3.951388 -0.015 0.004 0.002
C 6.007868 0.384853 3.572655 0.018 0.001 0.007
C 6.018931 -0.523212 2.518172 -0.015 0.002 -0.007
C 4.845429 -0.835893 1.852308 0.008 0.013 0.022
H 3.782882 -5.666831 -2.942884 0.006 -0.006 -0.006
H 3.110176 -6.630927 -1.632860 0.006 -0.003 0.000
H 4.181480 -5.258493 -1.254905 -0.011 0.007 0.001
H 3.086560 -3.461384 -0.491538 0.006 0.010 -0.007
H -0.127066 -2.423989 -2.520125 0.038 -0.009 0.005
H -0.980086 -2.346605 -0.984497 -0.020 -0.053 -0.010
H -0.435481 -3.918836 -1.683965 -0.045 0.006 0.035
H 2.691480 1.114904 3.566248 -0.005 -0.002 -0.003
H 4.790888 1.683024 4.772174 0.004 0.000 0.000
H 6.927071 0.628868 4.093332 0.000 0.000 -0.001
H 6.949979 -0.988026 2.213665 0.002 0.000 0.002
H 4.831109 -1.538509 1.029991 -0.001 -0.002 -0.001
O -0.190565 4.000791 -0.274566 0.008 0.000 -0.039
C -0.368979 2.919540 0.291533 -0.053 -0.004 0.084
O -0.468087 1.771572 -0.241860 0.058 -0.045 -0.019
C -0.531886 2.950344 1.814541 -0.008 -0.015 -0.009
C -0.361854 4.119912 2.538117 0.000 0.009 0.021
C -0.539297 4.072974 3.913455 0.012 -0.003 -0.007
C -0.883831 2.875105 4.518383 -0.003 0.002 -0.008
C -1.031344 1.745364 3.723131 0.013 0.014 0.005
N -0.857818 1.807978 2.408719 -0.008 -0.001 -0.003
C -1.401349 0.379649 4.332172 -0.045 0.025 0.071
O -1.710799 0.395482 5.530493 0.020 -0.018 -0.004
O -1.362662 -0.599366 3.540566 0.041 0.024 -0.121
H -0.096306 5.022663 2.007128 -0.003 0.000 -0.004
H -0.407596 4.968198 4.511359 0.000 0.001 -0.002
H -1.041933 2.774853 5.582497 -0.001 -0.009 0.001
O -1.282197 -5.813679 0.477732 0.033 0.013 -0.018
C -0.523698 -5.088492 0.889673 -0.004 -0.008 0.038
C -3.750321 -0.829392 -4.570321 0.001 -0.017 0.000
C -3.480095 0.624965 -4.190641 -0.004 -0.007 -0.018
Sb -1.987503 0.832801 -2.591791 -0.022 0.003 -0.009
C -3.512926 1.309165 -1.135503 -0.018 -0.027 0.026
C -4.368269 0.086688 -0.813298 -0.006 -0.016 0.001
C -1.445876 2.831635 -3.186847 0.032 0.022 -0.038
C -2.553219 3.871466 -3.080742 -0.013 0.013 0.018
H -4.491306 -0.923974 -5.371814 -0.001 0.006 0.001
H -4.118020 -1.404789 -3.717330 -0.002 0.005 0.005
H -2.837279 -1.326150 -4.906036 0.003 0.008 0.003
H -4.402715 1.119703 -3.872697 0.002 0.003 0.002
H -3.105705 1.178392 -5.057282 0.010 0.006 0.009
H -4.131347 2.114997 -1.536555 0.009 0.013 -0.001
H -3.008339 1.679845 -0.243321 0.005 0.007 -0.012
H -4.903146 -0.270748 -1.697735 0.004 -0.002 -0.006
H -5.115900 0.304237 -0.045136 0.001 0.008 -0.002
H -3.758321 -0.741858 -0.443841 -0.007 0.014 -0.001
H -1.090937 2.743414 -4.218593 -0.025 -0.024 -0.009
H -0.599740 3.113879 -2.562217 -0.021 0.012 0.030
H -3.459920 3.568467 -3.613275 0.004 -0.014 -0.010
H -2.235864 4.834803 -3.492731 0.009 0.002 0.008
H -2.819220 4.041931 -2.036662 0.014 0.007 0.001
```
Forces are in eV/Å.

=====

An isolated molecule of C26H30N4O3. Source: OMol25; level of theory: ωB97M-V/def2-TZVPD.

Values from the calculation:
- multiplicity = 1
- lowest unoccupied orbital energy (eV) = 0.7
- E (Eh) = -1453.58531
- gap between HOMO and LUMO (Eh) = 0.3091
- SMILES string = Cc1ccc(C)c(N2CCN(C(=O)CCNC(=O)Cn3ccc4ccccc4c3=O)CC2)c1

Geometry as XYZ:
```
63
Properties=species:S:1:pos:R:3:forces:R:3
C -5.617526 -1.266710 -2.731127 -0.041 -0.008 0.054
C -5.286610 -0.272940 -1.657731 -0.060 0.099 -0.023
C -6.084243 0.845126 -1.460533 0.031 -0.050 -0.019
C -5.791134 1.728794 -0.438899 0.037 -0.048 -0.078
C -4.702452 1.544048 0.398951 0.026 0.057 0.007
C -3.859911 0.442471 0.176219 -0.314 0.082 -0.042
C -4.185289 -0.458325 -0.837644 0.077 0.004 0.047
H -3.560126 -1.320742 -1.007708 0.108 -0.104 -0.012
N -2.757191 0.239423 1.015392 0.013 -0.121 0.108
C -1.740587 1.279336 1.086272 0.273 0.157 0.121
H -2.009017 2.100525 0.420055 0.025 -0.023 0.069
C -0.370206 0.752938 0.677824 0.077 0.320 -0.141
N 0.034604 -0.338910 1.550909 -0.178 0.335 -0.052
C 1.339823 -0.659205 1.571646 0.124 -0.193 0.521
O 2.166911 0.020326 0.981065 0.221 0.057 -0.092
C 1.772543 -1.913906 2.316251 0.022 0.016 -0.248
C 1.616674 -3.131153 1.383741 -0.203 -0.005 0.119
N 2.202754 -2.874519 0.090593 0.300 -0.270 0.329
C 1.487055 -2.307330 -0.893492 0.422 -0.166 -0.569
O 0.276662 -2.183296 -0.892982 -0.416 0.114 -0.023
C 2.357273 -1.831979 -2.066101 -0.157 -0.324 0.071
N 3.016240 -0.589542 -1.708693 0.411 -0.203 0.024
C 2.421131 0.596693 -2.016098 -0.132 0.923 -0.101
C 2.958946 1.784746 -1.678059 -0.366 -0.260 -0.208
C 4.186109 1.819676 -0.954296 0.291 -0.347 0.163
C 4.807964 3.014596 -0.568163 0.024 0.039 0.008
C 5.987155 2.992099 0.137347 -0.091 0.081 -0.047
C 6.582760 1.778228 0.481470 0.049 -0.130 0.032
C 5.988055 0.594190 0.115724 0.000 -0.077 -0.031
C 4.791284 0.598746 -0.607020 0.087 0.488 0.073
C 4.170766 -0.666830 -0.956362 -0.086 -0.106 -0.173
O 4.623875 -1.766021 -0.638794 0.235 -0.094 0.067
H 6.424746 -0.359162 0.372757 0.030 -0.059 0.026
H 7.508289 1.773730 1.037835 0.064 -0.023 0.037
H 6.457685 3.919291 0.431807 0.014 0.074 0.008
H 4.344314 3.954614 -0.831303 -0.036 0.084 -0.021
H 2.463204 2.705059 -1.940063 -0.108 0.041 -0.077
H 1.487864 0.521449 -2.554615 -0.025 -0.032 -0.015
H 3.124929 -2.579840 -2.282978 -0.117 0.137 -0.034
H 1.726023 -1.670985 -2.941222 0.060 -0.005 0.164
H 3.215803 -2.754593 0.041482 -0.185 0.003 -0.136
H 2.104823 -4.003435 1.825378 -0.121 0.062 -0.016
H 0.561093 -3.358165 1.212638 0.138 -0.063 0.093
H 1.220053 -2.063156 3.242330 -0.004 -0.045 0.054
H 2.831076 -1.784908 2.549878 -0.105 0.072 0.027
C -1.063970 -1.081331 2.130718 -0.257 -0.231 0.065
H -1.390209 -0.601706 3.062894 -0.028 -0.141 -0.040
C -2.212613 -1.099730 1.126215 -0.007 -0.240 0.096
H -1.808995 -1.494635 0.182843 -0.074 -0.005 0.083
H -3.009459 -1.763913 1.473231 0.097 -0.035 -0.033
H -0.766773 -2.103446 2.352982 0.004 0.043 -0.001
H 0.385254 1.539859 0.744623 -0.143 -0.054 -0.056
H -0.393517 0.393820 -0.358300 0.031 0.050 0.014
H -1.675364 1.674649 2.109118 0.019 0.113 -0.125
C -4.496230 2.484172 1.551542 0.001 -0.035 -0.078
H -3.824624 3.302611 1.292872 0.085 0.072 0.080
H -4.077086 1.951343 2.401138 0.063 0.003 0.123
H -5.448960 2.919148 1.846252 -0.023 0.048 0.037
H -6.437834 2.579255 -0.272303 -0.063 0.080 0.046
H -6.943056 1.014613 -2.093417 -0.099 0.014 -0.074
H -4.762682 -1.900858 -2.952896 0.027 -0.064 -0.064
H -5.927087 -0.759739 -3.643102 -0.013 -0.027 -0.085
H -6.440970 -1.904592 -2.408080 -0.035 -0.080 -0.053
```
Forces are in eV/Å.

=====

An isolated molecule of C26H30NOP. Source: OMol25; level of theory: ωB97M-V/def2-TZVPD.

Values from the calculation:
- multiplicity = 1
- lowest unoccupied orbital energy (eV) = 0.7
- E (Eh) = -1480.14939
- gap between HOMO and LUMO (Eh) = 0.3517
- SMILES string = CCCC/C(C)=C/[C@@H](NP(=O)(c1ccccc1)c1ccccc1)c1ccccc1

Geometry as XYZ:
```
59
Properties=species:S:1:pos:R:3:forces:R:3
C 4.451354 1.566351 3.059837 -0.100 -0.051 -0.219
H 3.737123 1.527905 3.878091 -0.050 0.041 0.147
C 4.018574 0.672015 1.903869 0.178 -0.129 0.126
C 3.942380 -0.806754 2.284546 -0.089 0.167 -0.004
H 4.885503 -1.106895 2.747674 0.070 -0.054 -0.041
H 3.818805 -1.395430 1.373100 0.028 -0.079 0.023
C 2.790020 -1.141970 3.241122 0.170 -0.137 -0.237
C 1.442346 -0.789158 2.659437 0.010 -0.094 0.105
C 0.963610 -1.462715 1.618762 0.003 -0.010 0.043
C -0.336732 -1.167805 0.922140 -0.006 0.016 0.209
N -0.245132 0.143610 0.269757 -0.316 0.372 -0.210
P -1.708417 0.822715 -0.194699 0.709 0.593 -0.768
O -2.715558 0.718960 0.866121 -0.625 -0.285 0.465
C -2.223290 0.056925 -1.769971 0.068 0.274 0.533
C -3.408940 -0.658644 -1.803051 -0.075 0.129 0.048
C -3.782018 -1.323716 -2.957005 -0.060 -0.032 -0.125
C -2.966452 -1.274679 -4.075054 -0.069 -0.008 -0.031
C -1.782393 -0.554573 -4.044451 0.104 0.047 -0.128
C -1.408713 0.110678 -2.892323 -0.044 0.055 0.000
H -0.488864 0.680151 -2.859621 0.106 0.032 -0.067
H -1.150672 -0.515550 -4.920129 0.046 0.002 -0.067
H -3.253331 -1.797572 -4.975658 -0.026 -0.042 -0.076
H -4.705857 -1.882547 -2.985227 -0.073 -0.055 0.003
H -4.024241 -0.678389 -0.915472 -0.074 -0.047 0.077
C -1.224822 2.528434 -0.607664 -0.174 -0.686 0.045
C -0.194641 3.148986 0.082175 0.103 -0.008 0.055
C 0.105917 4.474608 -0.176264 0.075 0.086 0.036
C -0.627410 5.180424 -1.116479 0.015 0.042 0.005
C -1.666602 4.564242 -1.795043 -0.088 0.057 -0.073
C -1.967841 3.238545 -1.538330 -0.045 0.011 -0.089
H -2.778733 2.743577 -2.056409 -0.043 0.044 -0.086
H -2.242489 5.118727 -2.521649 -0.040 0.037 -0.050
H -0.392382 6.215532 -1.317099 0.021 0.076 -0.018
H 0.910117 4.960519 0.357148 0.056 0.030 0.039
H 0.360092 2.584248 0.817599 0.079 0.002 0.063
H 0.474867 0.170858 -0.441463 0.107 0.069 0.022
C -0.715989 -2.230641 -0.078361 -0.127 -0.267 0.091
C 0.090490 -2.478084 -1.183089 -0.021 -0.069 0.098
C -0.297298 -3.389365 -2.147533 0.128 0.025 -0.042
C -1.495220 -4.070335 -2.016187 -0.098 -0.095 -0.003
C -2.297707 -3.840610 -0.912636 -0.023 -0.140 -0.023
C -1.910560 -2.924891 0.049639 0.163 -0.006 0.075
H -2.544234 -2.736029 0.903849 -0.085 0.065 0.095
H -3.232248 -4.371166 -0.804117 -0.091 -0.043 0.003
H -1.800991 -4.777932 -2.772641 -0.032 -0.058 -0.064
H 0.335246 -3.566574 -3.005368 0.046 -0.014 -0.073
H 1.029447 -1.951288 -1.293656 0.100 0.066 -0.030
H -1.147908 -1.068446 1.652627 0.116 -0.091 -0.082
H 1.539492 -2.277053 1.199528 0.144 -0.150 0.018
C 0.717079 0.336730 3.328687 -0.157 -0.132 -0.169
H 1.348169 1.223573 3.362554 0.073 0.130 0.040
H -0.206715 0.589748 2.818890 -0.101 0.088 0.027
H 0.487066 0.059086 4.358024 0.011 0.039 0.111
H 2.826011 -2.213969 3.451151 -0.003 0.040 0.104
H 2.932875 -0.614653 4.184208 -0.014 -0.037 0.099
H 3.045462 0.995006 1.528232 -0.030 0.038 -0.118
H 4.738850 0.783081 1.089140 -0.080 0.030 -0.054
H 4.531857 2.599745 2.729309 0.023 0.115 0.061
H 5.421650 1.252454 3.439433 0.104 0.001 0.084
```
Forces are in eV/Å.

=====

A structure of composition C26H31AsF3MnN3O3S. Source: OMol25; level of theory: ωB97M-V/def2-TZVPD.

Values from the calculation:
- multiplicity = 2
- lowest unoccupied orbital energy (alpha / beta) (eV) = 0.5 / 0.5
- E (Eh) = -5483.86695
- gap between HOMO and LUMO (alpha / beta) (Eh) = 0.3090 / 0.3073

Geometry as XYZ:
```
69
Properties=species:S:1:pos:R:3:forces:R:3
Mn 0.831971 -0.367023 -2.136703 -2.003 2.150 3.222
C 1.144821 1.787108 4.705660 -0.106 -0.004 -0.039
C -0.304388 1.792898 4.303118 0.078 0.029 -0.043
C -1.301892 2.134628 5.205844 -0.014 -0.001 -0.027
C -2.638790 2.157999 4.836502 -0.009 0.012 0.051
C -2.994876 1.810669 3.544485 -0.026 0.009 0.006
C -2.020347 1.444509 2.629438 0.091 -0.061 -0.017
C -0.674672 1.448744 2.996367 -0.224 0.057 0.036
N 0.348435 1.070305 2.103678 0.064 -0.062 0.029
C 0.290920 1.034035 0.722082 0.282 0.002 -0.047
N -0.395879 2.045006 0.163074 -0.143 0.138 0.146
C -0.713805 2.307579 -1.189772 0.183 -0.330 -0.150
C -0.298857 1.459037 -2.213828 0.573 -1.437 -0.896
C -0.703061 1.808608 -3.509306 -0.055 0.142 0.081
C -1.462017 2.937844 -3.770847 0.007 -0.020 -0.133
C -1.836773 3.764556 -2.723538 0.032 -0.026 0.057
C -1.469327 3.467217 -1.419898 -0.080 0.109 -0.027
C -1.882958 4.381315 -0.292871 0.011 -0.076 -0.073
N 0.954544 0.143385 0.050021 0.076 -0.421 -1.308
C 1.534088 -0.951077 0.742904 0.130 -0.206 0.328
C 0.719094 -1.890094 1.380830 0.102 0.131 -0.126
C 1.270475 -2.981506 2.030812 -0.032 0.014 0.046
C 2.645980 -3.147177 2.044674 0.026 -0.049 0.015
C 3.457974 -2.218752 1.411169 -0.008 -0.031 0.031
C 2.928842 -1.109294 0.762808 -0.162 0.164 -0.024
C 3.818229 -0.077451 0.128696 -0.056 -0.048 0.029
H 1.265424 2.223820 5.694809 0.033 -0.021 0.010
H 1.744764 2.358887 3.995138 0.033 -0.012 0.025
H 1.546828 0.769796 4.736144 0.037 0.019 0.014
H -1.019284 2.396833 6.218474 0.004 0.011 -0.007
H -3.394940 2.440917 5.556770 0.001 -0.008 -0.010
H -4.035745 1.807495 3.247599 0.012 -0.004 -0.015
H -2.304619 1.135001 1.631925 -0.016 0.022 -0.002
H 1.061339 0.475622 2.495637 0.017 -0.060 -0.023
H -0.759653 2.711417 0.822937 0.060 0.017 0.050
H -0.411157 1.178041 -4.343897 0.009 -0.021 0.012
H -1.757151 3.179321 -4.785127 0.003 0.002 0.015
H -2.422268 4.655476 -2.918170 -0.001 0.008 0.027
H -2.443571 5.226273 -0.687451 -0.012 0.011 0.022
H -1.018357 4.785163 0.242401 -0.013 -0.002 0.032
H -2.526133 3.871536 0.431565 0.016 0.032 0.037
H -0.356598 -1.756576 1.346454 0.021 0.018 0.053
H 0.625015 -3.700696 2.519415 0.006 -0.001 -0.004
H 3.084442 -3.998819 2.548723 0.013 0.006 -0.024
H 4.533265 -2.351538 1.424515 -0.001 0.011 -0.010
H 4.852033 -0.417837 0.104904 0.003 0.003 0.017
H 3.775172 0.864378 0.680620 0.014 0.009 -0.003
H 3.499925 0.133158 -0.888825 0.033 0.031 -0.119
C -2.140683 -2.451411 -3.218111 0.140 0.092 -0.061
As -1.104526 -2.006871 -1.623552 -0.865 -0.084 0.100
C -0.932224 -3.826960 -0.912461 0.280 0.151 -0.061
C -2.627848 -1.344144 -0.557342 0.377 0.174 -0.084
H -2.987928 -3.086416 -2.963227 -0.007 0.008 0.069
H -1.495549 -2.962823 -3.929023 0.010 0.001 0.014
H -2.496454 -1.531380 -3.681281 0.004 0.006 0.019
H -1.886464 -4.185203 -0.530581 -0.066 0.059 -0.039
H -0.179358 -3.858062 -0.127789 -0.044 -0.017 -0.048
H -0.600851 -4.466981 -1.729015 0.013 0.002 0.004
H -3.390274 -2.109655 -0.426446 0.035 -0.068 -0.054
H -3.048010 -0.497228 -1.101296 -0.014 0.009 0.032
H -2.298413 -0.991096 0.420408 -0.001 -0.030 -0.001
F 2.488430 -3.964623 -4.936880 0.000 0.032 0.026
C 3.061466 -2.807783 -4.602061 -0.086 0.072 0.086
F 3.231455 -2.079253 -5.703578 -0.011 -0.025 0.050
F 4.253862 -3.059638 -4.064207 -0.038 0.012 -0.002
S 1.994621 -1.902938 -3.393669 1.340 -1.683 -1.769
O 0.744403 -1.679797 -4.107168 -0.134 0.426 -0.017
O 1.902053 -2.767629 -2.241002 -0.075 0.159 0.223
O 2.725830 -0.660843 -3.151682 0.131 0.451 0.247
```
Forces are in eV/Å.